Entry 1:
Molecular formula: C15H21NO3S2
Method: DFT, wB97M-V/def2-TZVPD

```
! RIJCOSX wB97M-V def2-TZVPD def2/J DEFGRID3
* xyz 0 1
C 0.502 1.724 0.991
H 0.837 2.703 1.322
H 0.077 1.186 1.834
H -0.269 1.845 0.236
C 1.670 0.930 0.409
N 1.228 -0.392 -0.012
C 0.272 -0.615 -0.944
O -0.371 0.265 -1.480
C 0.112 -2.084 -1.309
H -0.703 -2.158 -2.032
H 1.033 -2.393 -1.810
C -0.138 -3.029 -0.132
C -1.478 -2.826 0.564
H -1.633 -3.624 1.292
H -2.309 -2.831 -0.137
S -1.562 -1.287 1.548
C -2.625 -0.161 0.686
C -3.097 -0.333 -0.604
C -3.911 0.633 -1.170
C -4.254 1.771 -0.463
C -3.781 1.942 0.827
C -2.973 0.982 1.401
H -2.602 1.105 2.408
H -4.042 2.826 1.391
H -4.886 2.521 -0.915
H -4.270 0.492 -2.179
H -2.835 -1.198 -1.191
H -0.114 -4.056 -0.509
H 0.661 -2.932 0.605
H 1.854 -1.152 0.216
C 2.790 0.723 1.414
H 3.138 1.653 1.852
H 2.552 -0.003 2.184
S 4.100 0.061 0.331
O 3.905 -1.365 0.213
O 5.404 0.512 0.723
C 3.545 0.882 -1.211
C 2.317 1.666 -0.787
H 2.594 2.673 -0.473
H 1.585 1.743 -1.591
H 3.320 0.097 -1.926
H 4.358 1.501 -1.573
*
```

The SMILES is C[C@@]1(NC(=O)CCCSc2ccccc2)CCS(=O)(=O)C1. For the calculated total energy, the calculation gives -1661.0451 Ha. The HOMO-LUMO gap comes out at 8.593 eV. The value obtained for the energy above the lowest of the compared OMol25 structures with the same formula, charge and spin is 9.81 kJ/mol.

---

Entry 2:
Molecular formula: C29H70N13OTi
Method: DFT, wB97M-V/def2-TZVPD

```
! RIJCOSX wB97M-V def2-TZVPD def2/J DEFGRID3
* xyz 4 2
Ti -0.726 0.445 -0.177
C -0.952 -0.173 5.489
N -0.772 0.595 4.248
C -0.673 2.042 4.468
C -0.631 0.000 3.054
N -1.139 0.476 1.920
C -2.252 1.451 2.057
C -3.216 1.329 0.893
N -2.494 1.521 -0.394
C -2.205 2.964 -0.681
C -0.702 3.175 -0.861
N 0.057 2.365 0.115
C 0.825 3.005 1.016
N 1.782 2.314 1.676
C 2.534 1.222 1.074
C 2.308 2.736 2.974
N 0.721 4.320 1.292
C -0.539 5.045 1.463
C 1.914 5.167 1.457
C -3.225 0.885 -1.514
C -2.339 0.738 -2.734
N -0.927 0.374 -2.389
C -0.140 0.395 -3.479
N -0.644 0.251 -4.726
C -1.619 -0.771 -5.104
C -0.183 1.092 -5.842
N 1.212 0.539 -3.389
C 2.095 0.063 -4.457
C 1.863 1.520 -2.526
N 0.116 -1.184 2.992
C 1.226 -1.365 3.943
C -0.629 -2.429 2.756
H -1.792 0.260 6.032
H -0.072 -0.119 6.132
H -1.197 -1.209 5.279
H 0.077 2.214 5.242
H -1.616 2.465 4.818
H -0.352 2.550 3.566
H -1.863 2.465 2.088
H -2.811 1.285 2.974
H -4.027 2.051 1.000
H -3.652 0.335 0.894
H -2.597 3.567 0.132
H -2.723 3.280 -1.584
H -0.461 4.231 -0.802
H -0.431 2.850 -1.864
H 3.570 1.526 0.915
H 2.538 0.358 1.746
H 2.101 0.946 0.124
H 1.655 3.467 3.440
H 3.311 3.157 2.889
H 2.367 1.861 3.624
H -1.386 4.367 1.480
H -0.687 5.792 0.681
H -0.511 5.570 2.419
H 2.810 4.640 1.137
H 2.036 5.511 2.484
H 1.793 6.045 0.822
H -4.111 1.462 -1.779
H -3.560 -0.089 -1.185
H -2.335 1.661 -3.317
H -2.824 -0.009 -3.352
H -1.785 -1.473 -4.288
H -1.223 -1.330 -5.953
H -2.572 -0.337 -5.408
H 0.407 1.928 -5.475
H -1.061 1.498 -6.345
H 0.393 0.529 -6.578
H 1.627 -0.743 -5.015
H 3.008 -0.315 -3.996
H 2.380 0.858 -5.147
H 2.100 2.427 -3.089
H 2.805 1.110 -2.158
H 1.236 1.781 -1.689
H 1.662 -0.404 4.209
H 1.999 -1.966 3.461
H 0.931 -1.884 4.855
H 0.075 -3.216 2.478
H -1.149 -2.769 3.656
H -1.350 -2.287 1.959
N 3.794 -4.854 -0.772
C 2.597 -4.338 0.028
C 2.751 -2.849 0.376
C 2.052 -1.843 -0.579
N 0.774 -1.302 -0.015
C 1.842 -2.474 -1.954
C 1.051 -3.793 -1.965
N -0.399 -3.519 -2.073
C 1.303 -4.655 -0.709
H 4.667 -4.737 -0.255
H 3.902 -4.380 -1.667
H 3.700 -5.852 -0.968
H 2.633 -4.921 0.945
H 3.813 -2.598 0.463
H 2.348 -2.720 1.380
H 2.724 -0.995 -0.696
H 0.900 -1.138 0.992
H 0.088 -2.053 -0.066
H 2.831 -2.635 -2.399
H 1.344 -1.756 -2.604
H 1.370 -4.356 -2.845
H -0.899 -4.406 -2.102
H -0.577 -3.087 -2.976
H 1.270 -5.719 -0.959
H 0.487 -4.493 0.003
C -3.720 -2.340 1.525
C -3.360 -2.295 0.057
O -2.067 -1.653 -0.182
H -3.179 -3.121 2.057
H -4.784 -2.566 1.611
H -3.538 -1.383 2.019
H -4.126 -1.761 -0.505
H -3.306 -3.306 -0.346
H -1.664 -2.105 -0.947
*
```

For the calculated total energy, the calculation gives -2782.3052 Ha. The HOMO-LUMO gap (alpha / beta) comes out at 8.454 / 8.961 eV. Its expectation value of S² is 0.753. The value obtained for the energy above the lowest of the compared OMol25 structures with the same formula, charge and spin is 43.65 kJ/mol.

---

Entry 3:
Molecular formula: C3H7O2S
Method: DFT, wB97M-V/def2-TZVPD

```
! RIJCOSX wB97M-V def2-TZVPD def2/J DEFGRID3
* xyz -1 1
O 1.062 2.818 0.638
C 0.475 1.748 0.630
C 1.184 0.569 1.238
C 0.794 -0.816 0.645
S -0.993 -1.009 0.497
H -0.461 1.576 0.095
H 2.267 0.683 1.124
H 1.020 0.537 2.318
H 1.208 -0.974 -0.352
H 1.163 -1.627 1.284
H -1.841 -0.984 -2.701
H -3.182 -1.304 -2.297
O -2.697 -1.216 -3.119
*
```

For the calculated total energy, the calculation gives -667.2008 Ha. The HOMO-LUMO gap comes out at 6.829 eV. The value obtained for the energy above the lowest of the compared OMol25 structures with the same formula, charge and spin is 111.57 kJ/mol.